Record 1
Entry from the OMol25 dataset: a molecular structure, C20H28B3Ca2F12O18 in a non-equilibrium geometry (wB97M-V/def2-TZVPD).

CARTESIAN COORDINATES (ANGSTROEM)
Ca 0.0153 1.4397 -4.4596
Ca -3.3853 0.1426 -0.9445
B -3.3193 0.8908 -4.6688
F -2.2354 1.7725 -4.9220
F -3.1343 0.4482 -3.2853
F -4.5092 1.5850 -4.7457
F -3.3214 -0.2476 -5.4329
B -0.6367 -0.2357 -1.4103
F -0.1488 0.1635 -2.6876
F 0.3574 -0.8042 -0.6271
F -1.1944 0.8859 -0.7675
F -1.6298 -1.1826 -1.6014
B -4.2926 -2.8592 -2.6622
F -5.0541 -3.8912 -2.1585
F -2.9382 -3.2479 -2.7775
F -4.7455 -2.4484 -3.9141
F -4.3624 -1.7467 -1.7387
C 3.3716 -1.8138 -0.4232
C 2.2518 -2.7912 0.0323
O 2.5510 -2.9610 1.4120
C 3.3246 -1.9321 1.8398
O 3.5648 -1.6709 2.9663
O 3.7875 -1.2164 0.7862
H 2.7819 -1.1313 -1.0381
H 4.1362 -2.2476 -1.0617
H 2.3636 -3.7260 -0.5106
H 1.2842 -2.3220 -0.1132
C -2.3506 -3.4540 3.4850
C -1.1300 -3.7674 2.5937
O -1.4620 -3.0592 1.4005
C -2.2770 -2.0644 1.6929
O -2.5869 -1.2067 0.9022
O -2.7400 -2.1774 2.9361
H -2.0209 -3.2452 4.5007
H -3.1407 -4.2004 3.4792
H -1.0538 -4.8130 2.3079
H -0.2197 -3.3728 3.0435
C 4.4799 -0.5828 -7.0586
C 4.4858 -1.8650 -6.1874
O 3.5818 -1.5727 -5.1292
C 2.8516 -0.5099 -5.4662
O 1.8879 -0.1440 -4.8283
O 3.4558 0.1883 -6.4086
H 4.2350 -0.7141 -8.1068
H 5.3527 0.0279 -6.8093
H 5.4892 -2.1765 -5.9138
H 4.1104 -2.6610 -6.8369
C 3.7675 2.1083 -0.0147
C 3.6791 3.5542 -0.4289
O 2.6606 3.5235 -1.4486
C 2.5691 2.2766 -1.9132
O 1.9370 1.9882 -2.9047
O 3.1886 1.3968 -1.1448
H 3.0809 1.8846 0.8000
H 4.7938 1.7710 0.0904
H 4.6461 3.8872 -0.8113
H 3.3467 4.2044 0.3753
C -3.9746 1.9655 5.3028
C -4.2591 2.6689 4.0172
C -3.2219 3.6646 3.5114
O -3.1777 3.4116 2.0857
C -3.6665 2.1880 1.8706
O -3.4686 1.5507 0.8678
O -4.2524 1.7095 2.9413
H -3.0012 1.4678 5.2367
H -4.6302 1.1380 5.5733
H -3.9649 2.6545 6.1473
H -5.2564 3.1168 4.0173
H -2.2319 3.5935 3.9620
H -3.5291 4.7064 3.5829
C 1.1486 -0.3650 3.9813
C 0.8587 0.4782 2.7500
C -0.4046 1.3650 2.8873
O 0.0026 2.6831 2.5655
C 1.3230 2.6437 2.2556
O 1.9609 3.5639 1.8539
O 1.8624 1.4554 2.5479
H 1.3515 0.2907 4.8257
H 1.9709 -1.0408 3.7433
H 0.2791 -1.0046 4.1545
H 0.7146 -0.2298 1.9263
H -0.7854 1.2825 3.9084
H -1.1485 0.9651 2.2018

Atoms 1-3, force components in eV/Å:
0.628 -0.677 0.670
-0.545 -1.253 -0.492
-2.780 -1.614 0.410

Output
Net charge = +1
LUMO energy = -0.1262 hartree
Orbital gap = 0.322 hartree

=====

Record 2
Entry from the OMol25 dataset: a gas-phase ion, C5H9O3 (charge +1) in a non-equilibrium geometry (wB97M-V/def2-TZVPD).

CARTESIAN COORDINATES (ANGSTROEM)
C 1.4529 -0.1891 -0.3340
C -0.7788 -0.5535 0.0040
C 2.6791 0.4949 0.1042
C -0.9107 -2.0761 0.1479
C -2.1475 1.4497 -0.4425
O 0.2384 0.2141 0.2705
O 1.2921 -1.1092 -1.1106
O -1.8494 0.0475 -0.2980
H 2.5605 0.9604 1.0063
H 2.8974 1.1967 -0.6051
H 3.5451 -0.0870 0.3572
H 0.0574 -2.4601 -0.1840
H -0.7973 -2.2026 1.2262
H -1.6833 -2.2578 -0.5205
H -3.2224 1.6161 -0.9561
H -2.0878 1.8310 0.4856
H -1.2922 1.8538 -0.9682

Atoms 1-3, force components in eV/Å:
-0.044 -3.849 -1.415
-1.507 0.010 0.024
-0.556 -1.591 0.543

Output
Net charge = +1
LUMO energy = -0.1745 hartree
Energy relative to the best compared isomer or geometry (same formula, charge and spin) = 1.4 kJ/mol
Orbital gap = 0.404 hartree

=====

Record 3
Entry from the OMol25 dataset: a gas-phase ion, C3H5O3S2 (charge -1) in a non-equilibrium geometry (wB97M-V/def2-TZVPD).

CARTESIAN COORDINATES (ANGSTROEM)
C -1.5675 0.9634 0.0452
C 1.6592 -0.0322 0.5872
C 0.8402 0.2327 -0.6656
O -1.4044 -1.4872 1.3136
O -1.7514 -1.5704 -1.1550
O -0.1975 1.2051 -0.5492
S -2.6370 2.1406 0.2874
S -2.1959 -1.0504 0.1331
H 2.0943 0.8204 1.0685
H 0.8741 -0.3600 1.2104
H 2.4792 -0.7610 0.3038
H 0.3698 -0.6966 -0.9456
H 1.4369 0.5956 -1.6338

Atoms 1-3, force components in eV/Å:
2.847 -1.719 -1.783
0.586 -0.003 -1.659
0.433 0.488 -2.401

Output
Net charge = -1
LUMO energy = 0.1260 hartree
Energy relative to the best compared isomer or geometry (same formula, charge and spin) = 242.8 kJ/mol
Orbital gap = 0.261 hartree

=====

Record 4
Entry from the OMol25 dataset: C8H10S in the gas phase in a non-equilibrium geometry (wB97M-V/def2-TZVPD).

CARTESIAN COORDINATES (ANGSTROEM)
C -0.6639 -1.5474 0.9949
C 0.0688 -1.8971 -0.0398
C 0.4728 1.5866 -0.0565
C -0.6358 1.0227 1.0148
C -1.4807 -0.2990 -0.8419
C 0.9744 0.2815 -0.7681
C -1.2983 -0.1988 0.6098
C -0.0806 -0.7829 -0.9507
S 2.3305 -0.3212 0.3441
H -0.8347 -2.1184 1.8445
H 0.6986 -2.7113 -0.4505
H -0.0469 2.2505 -0.6756
H 1.2581 2.0968 0.4344
H -0.1332 0.9312 2.0152
H -1.3532 1.8370 1.0392
H -2.2771 -1.0245 -1.1739
H -1.6723 0.7173 -1.1855
H 1.5406 0.6785 -1.5798
H 3.1330 -0.5012 -0.5748

Atoms 1-3, force components in eV/Å:
-0.168 -0.079 -0.539
0.655 -1.892 -0.866
-1.913 -3.279 1.301

Output
Net charge = 0
LUMO energy (alpha / beta) = 0.0127 / 0.0120 hartree
Energy relative to the best compared isomer or geometry (same formula, charge and spin) = 552.0 kJ/mol
Orbital gap (alpha / beta) = 0.287 / 0.284 hartree